Entry 1:
C3H16O5 | wB97M-V/def2-TZVPD

```
24
C3H16O5 (wB97M-V/def2-TZVPD)
O -1.262 -1.094 -1.961
O 1.836 -2.715 -0.196
O -1.287 1.213 -0.585
O 1.459 1.964 -1.045
O 1.496 -0.515 -1.795
C -0.186 0.030 1.096
C -1.571 0.753 0.747
C -0.156 -0.086 2.572
H 0.559 -0.766 2.891
H -1.271 -0.267 -1.633
H -1.939 1.829 -0.883
H 1.946 -3.394 -0.902
H -1.095 -0.398 3.088
H -1.232 -1.693 -1.250
H 1.832 0.289 -2.150
H -1.752 1.626 1.452
H 1.715 -1.811 -0.742
H 0.556 0.821 0.830
H 0.534 -0.548 -2.222
H 0.029 -0.920 0.450
H -2.517 0.206 0.739
H 1.536 2.885 -0.745
H 0.590 1.683 -0.680
H 0.178 0.909 2.924
```

For the calculated total energy, the calculation gives -500.04637 Eh. The SMILES is CCCO.O.O.O.O. The value obtained for the LUMO energy is 0.25 eV. The energy above the lowest of the compared OMol25 structures with the same formula, charge and spin is 150.02 kJ/mol. Its HOMO-LUMO gap is 10.54 eV. As for the multiplicity: 1. Its HOMO energy is -0.3782 Eh.

Mulliken population analysis, charges in e, atoms 1 to 4: -0.713, -0.698, -0.531, -0.660

---

Entry 2:
C3H17NO4 | wB97M-V/def2-TZVPD

```
25
C3H17NO4 (wB97M-V/def2-TZVPD)
O 0.829 -1.582 -1.216
O 2.200 0.434 -2.401
O 3.064 0.931 0.334
O 2.180 -1.668 0.894
N -1.258 -0.018 0.588
C -2.470 0.876 0.589
C -2.219 1.971 -0.355
C -1.265 -1.222 1.498
H 2.235 1.079 -1.705
H 1.757 0.918 -3.069
H 2.810 0.197 0.879
H 1.115 -1.026 -1.902
H -2.874 0.982 1.588
H -0.445 0.500 0.562
H -3.202 0.109 0.120
H -0.331 -1.421 2.021
H 1.797 -1.783 0.010
H 1.963 -2.450 1.405
H -2.139 -1.274 2.156
H -1.632 2.780 0.143
H -1.570 1.644 -1.203
H -3.118 2.452 -0.846
H 0.267 -1.146 -0.546
H 3.752 0.657 -0.225
H -1.445 -1.942 0.680
```

For the calculated total energy, the calculation gives -480.16313 Eh. The SMILES is CCNC.O.O.O.O. The value obtained for the LUMO energy is 0.61 eV. The energy above the lowest of the compared OMol25 structures with the same formula, charge and spin is 115.35 kJ/mol. Its HOMO-LUMO gap is 9.27 eV. As for the multiplicity: 1. Its HOMO energy is -0.3184 Eh.

Mulliken population analysis, charges in e, atoms 1 to 4: -0.722, -0.650, -0.679, -0.681

---

Entry 3:
C3H18NO4 | wB97M-V/def2-TZVPD

```
26
C3H18NO4 (wB97M-V/def2-TZVPD)
O 1.324 -2.596 2.072
O 0.568 -5.276 1.478
O 1.636 -0.266 -0.736
O -2.295 3.251 -6.330
N -0.059 -0.208 1.743
C 0.226 2.096 0.667
C -0.562 1.232 1.650
C -0.467 2.129 -0.705
H -1.146 2.984 -0.835
H 0.961 -0.252 1.660
H -0.412 -0.746 0.955
H 2.205 -0.035 -1.481
H -1.128 1.287 -0.873
H 0.148 -5.597 0.665
H 0.541 3.077 1.004
H -2.736 2.443 -6.624
H 2.243 -2.864 1.945
H 0.117 -5.643 2.248
H -1.561 1.126 1.237
H 0.246 2.205 -1.520
H 0.868 -3.468 2.038
H -2.876 3.590 -5.640
H -0.733 1.597 2.663
H -0.274 -0.500 2.691
H 1.112 1.514 0.438
H 2.053 -1.078 -0.409
```

For the calculated total energy, the calculation gives -480.56788 Eh. As for the charge: +1. The value obtained for the LUMO energy is -2.98 eV. The energy above the lowest of the compared OMol25 structures with the same formula, charge and spin is 146.77 kJ/mol. Its HOMO-LUMO gap is 10.23 eV. As for the multiplicity: 1. Its HOMO energy is -0.4856 Eh.

Mulliken population analysis, charges in e, atoms 1 to 4: -0.604, -0.688, -0.598, -0.640

---

Entry 4:
C3H18NO5S2 | wB97M-V/def2-TZVPD

```
29
C3H18NO5S2 (wB97M-V/def2-TZVPD)
S -2.745 -1.433 -1.260
S -1.017 -1.914 -1.732
O -1.401 1.960 0.191
O 0.275 -0.942 3.719
O 0.295 -3.079 1.226
O -0.051 2.175 -2.736
O 1.674 1.485 1.166
N 0.153 -0.517 0.798
C 0.017 -0.321 -1.640
C 0.888 -0.169 -0.528
C 1.368 1.341 -0.225
H -0.109 -1.494 0.898
H -0.483 -0.450 3.586
H 0.480 -3.903 0.693
H 1.128 -3.223 1.762
H -1.665 2.371 1.010
H -3.409 -1.101 -2.237
H 2.552 1.263 1.488
H 1.799 -0.694 -0.615
H -2.138 1.873 -0.417
H -0.697 0.457 -1.675
H -0.986 2.240 -2.668
H 0.418 2.007 -0.409
H 0.630 -0.287 -2.558
H 2.102 1.584 -0.965
H 0.242 2.829 -3.366
H -0.551 0.234 0.966
H 0.975 -0.525 1.503
H 0.257 -1.767 4.022
```

For the calculated total energy, the calculation gives -1352.11745 Eh. As for the charge: +1. The value obtained for the LUMO energy is -2.79 eV. Its HOMO-LUMO gap is 9.61 eV. As for the multiplicity: 1. Its HOMO energy is -0.4555 Eh.

Mulliken population analysis, charges in e, atoms 1 to 4: -0.152, -0.051, -0.532, -0.580

---

Entry 5:
C3H20N2O8 | wB97M-V/def2-TZVPD

```
33
C3H20N2O8 (wB97M-V/def2-TZVPD)
O 0.603 0.757 -3.245
O 1.800 -0.706 2.004
O 1.164 1.897 2.706
O -1.563 -0.798 -2.680
O 0.322 4.210 0.570
O -0.795 2.550 -1.332
O -1.644 1.461 0.943
O 2.685 0.043 -0.279
N -1.497 -2.901 1.168
N 0.609 -3.510 0.803
C -0.251 -3.123 1.707
C -0.084 -3.532 -0.408
C -1.352 -3.143 -0.161
H -0.600 -0.862 -2.719
H 0.470 -3.590 -1.330
H 0.293 1.519 -2.750
H 1.032 -1.245 1.768
H -2.362 -2.619 1.590
H 0.386 3.862 1.471
H -2.277 -3.296 -0.702
H -1.064 3.028 -2.131
H 2.458 -1.398 2.137
H -1.767 -0.737 -3.618
H -0.014 -2.923 2.741
H -1.694 2.427 0.951
H 1.001 3.655 0.160
H 0.232 0.691 -4.118
H 1.909 0.078 -0.852
H -0.284 3.304 -0.994
H 2.311 0.459 0.509
H -1.610 1.399 -0.029
H 0.293 1.514 2.534
H 1.291 1.530 3.588
```

For the calculated total energy, the calculation gives -837.70302 Eh. The SMILES is c1c[nH]cn1.O.O.O.O.O.O.O.O. The value obtained for the LUMO energy is 0.09 eV. The energy above the lowest of the compared OMol25 structures with the same formula, charge and spin is 232.87 kJ/mol. Its HOMO-LUMO gap is 9.07 eV. As for the multiplicity: 1. Its HOMO energy is -0.3300 Eh.

Mulliken population analysis, charges in e, atoms 1 to 4: -0.656, -0.627, -0.615, -0.594

---

Entry 6:
C3H20O7 | wB97M-V/def2-TZVPD

```
30
C3H20O7 (wB97M-V/def2-TZVPD)
O 0.542 -1.767 0.857
O -2.258 -0.394 -0.853
O 1.292 0.887 1.308
O -1.141 2.811 -2.987
O -0.349 0.142 -0.117
O -1.616 2.921 2.212
O 1.056 -2.467 -1.023
C -1.002 1.459 -2.417
C 1.801 -3.615 -0.583
C -0.748 1.991 1.614
H -1.126 3.449 -2.270
H 2.119 1.187 0.930
H 0.965 -1.916 -0.242
H 2.863 -3.371 -0.532
H -1.881 1.202 -1.827
H -2.110 -1.118 -0.244
H 1.533 0.133 1.845
H -1.478 0.154 -0.769
H 1.619 -3.903 0.453
H 1.783 -4.554 -1.136
H 0.159 0.651 0.515
H 0.191 2.311 1.162
H -0.147 1.398 -1.743
H -0.434 1.228 2.326
H -0.114 -0.768 0.064
H 0.130 -1.753 1.721
H 1.478 -1.671 1.036
H -0.716 0.698 -3.144
H -1.140 3.314 2.947
H -1.271 1.359 0.896
```

For the calculated total energy, the calculation gives -652.64097 Eh. The value obtained for the LUMO energy is -1.07 eV. The energy above the lowest of the compared OMol25 structures with the same formula, charge and spin is 900.81 kJ/mol. Its HOMO-LUMO gap is 8.26 eV. As for the multiplicity: 1. Its HOMO energy is -0.3429 Eh.

Mulliken population analysis, charges in e, atoms 1 to 4: -0.687, -0.759, -0.520, -0.558

---

Entry 7:
C3H22N2O6 | wB97M-V/def2-TZVPD

```
33
C3H22N2O6 (wB97M-V/def2-TZVPD)
O 0.576 -2.590 -2.497
O -0.783 0.405 -2.810
O 2.508 0.580 -1.448
O 0.483 3.375 -1.349
O 2.616 0.548 1.385
O 0.257 1.683 1.706
N -1.331 -0.409 2.434
N 0.013 -2.583 0.582
C -2.335 0.512 0.438
C -0.402 -1.196 0.332
C -1.655 -0.719 1.035
H -1.331 -0.097 -2.204
H 2.765 0.568 0.410
H 0.444 3.179 -0.413
H 1.625 0.980 -1.482
H 1.518 -2.381 -2.419
H -0.699 -1.226 -0.710
H 0.486 2.619 1.804
H -0.169 -0.185 -3.271
H -2.041 0.163 2.907
H 0.695 -2.676 1.339
H -3.231 0.804 0.979
H -1.632 1.321 0.343
H -0.364 -0.110 2.555
H -2.397 -1.525 1.090
H 3.075 -0.219 1.742
H 0.329 -2.747 -1.574
H 1.026 1.096 1.822
H -0.097 2.817 -1.878
H -2.653 0.250 -0.571
H -0.772 -3.125 0.922
H 3.086 1.346 -1.595
H 0.392 -0.458 0.397
```

For the calculated total energy, the calculation gives -688.12724 Eh. As for the charge: +1. The value obtained for the LUMO energy (spin up / spin down) is -3.20 / -8.10 eV. Its HOMO-LUMO gap (spin up / spin down) is 10.89 / 5.97 eV. As for the multiplicity: 2. Its HOMO energy (spin up / spin down) is -0.5177 / -0.5170 Eh.

Mulliken population analysis, charges in e, atoms 1 to 4: -0.657, -0.596, -0.707, -0.629